The following is a quantum chemistry calculation of 2 unconnected molecules or ions with the total composition C4H6O2 at a distorted geometry, from the Open Molecules 2025 dataset.

The HOMO-LUMO gap (alpha / beta) comes out at 0.2630 / 0.3204 Ha. As for the largest force on an atom: 2.62 eV/Å. The value obtained for the LUMO energy (alpha / beta) is -0.02 / 0.62 eV. For the HOMO energy (alpha / beta), the calculation gives -7.2 / -8.1 eV. The energy above the lowest of the compared OMol25 structures with the same formula, charge and spin comes out at 424.37 kJ/mol.

Structure (ORCA input):
```
! RIJCOSX wB97M-V def2-TZVPD def2/J DEFGRID3
* xyz 0 1
O 2.4971 -1.8955 -0.0377
H 1.5933 1.0625 -1.2117
H -2.5524 -1.7555 0.4228
C -2.2041 -0.6950 0.4291
H -2.3082 -0.4213 1.4365
H 3.4290 0.5814 -0.8059
C 2.3275 0.4856 -0.5511
C -0.7984 -0.3184 0.0128
C 1.9913 -0.8368 -0.1125
O -0.5996 0.7890 -0.4348
H -2.7622 -0.0682 -0.2017
H 2.0450 1.0227 0.3157
*
```

=====

The following is a quantum chemistry calculation of C4H6O2 in the gas phase, from the Open Molecules 2025 dataset.

The HOMO-LUMO gap comes out at 0.4122 Ha. As for the largest force on an atom: 0.62 eV/Å. The value obtained for the LUMO energy is 0.87 eV. For the HOMO energy, the calculation gives -10.3 eV. The energy above the lowest of the compared OMol25 structures with the same formula, charge and spin comes out at 23.03 kJ/mol. The SMILES is O=C1CCCO1.

Structure (ORCA input):
```
! RIJCOSX wB97M-V def2-TZVPD def2/J DEFGRID3
* xyz 0 1
O -0.0150 1.4467 -0.4855
H -1.9715 1.0908 0.0464
C -0.9723 0.7524 0.3200
H -1.3148 -1.1349 -0.7060
O 2.2175 1.2809 -0.2702
H 1.4583 -1.2294 0.4621
C -0.6937 -0.7445 0.1067
C 1.1463 0.7506 -0.3475
H 0.9904 -1.1911 -1.2330
H -0.8980 -1.3247 1.0129
C 0.8007 -0.7349 -0.2563
H -0.7479 1.0382 1.3501
*
```

=====

The following is a quantum chemistry calculation of a molecular structure, C4H6O2 at a distorted geometry, from the Open Molecules 2025 dataset.

The HOMO-LUMO gap comes out at 0.3448 Ha. As for the largest force on an atom: 1.60 eV/Å. The value obtained for the LUMO energy is -0.02 eV. For the HOMO energy, the calculation gives -9.4 eV. The energy above the lowest of the compared OMol25 structures with the same formula, charge and spin comes out at 613.89 kJ/mol.

Structure (ORCA input):
```
! RIJCOSX wB97M-V def2-TZVPD def2/J DEFGRID3
* xyz 0 1
H 2.2168 -0.5626 1.2545
C -0.9708 -1.0359 0.7121
H -0.8527 1.5380 -0.0027
H 1.8353 0.9744 -1.2899
H -0.9874 -2.0156 0.2122
O 0.0307 -0.7495 1.4513
O -0.7435 1.3381 -2.0215
C 1.5467 -0.1490 0.5329
H -0.8778 -0.2167 -0.4629
H -1.9395 -0.6064 0.9975
C 1.2787 0.5241 -0.4913
C -0.5366 0.9611 -0.8924
*
```

=====

The following is a quantum chemistry calculation of C4H6O2 in the gas phase at a distorted geometry, from the Open Molecules 2025 dataset.

The HOMO-LUMO gap comes out at 0.3445 Ha. As for the largest force on an atom: 1.81 eV/Å. The value obtained for the LUMO energy is 0.80 eV. For the HOMO energy, the calculation gives -8.6 eV. The energy above the lowest of the compared OMol25 structures with the same formula, charge and spin comes out at 458.20 kJ/mol. The SMILES is O/C=C1\C[C@H]1O.

Structure (ORCA input):
```
! RIJCOSX wB97M-V def2-TZVPD def2/J DEFGRID3
* xyz 0 1
H -1.6237 -0.2574 -0.0008
C 1.0683 -1.1163 -0.1959
H 1.9026 -1.7819 0.0427
C -0.8559 0.3635 -0.4595
O -0.6181 1.5311 1.5981
H -0.3065 -2.2978 -0.8618
C 0.7928 0.0652 0.3017
H -0.9507 0.4741 -1.5381
C -0.0939 1.2523 0.3424
O 0.2556 -1.6050 -1.2189
H 0.0840 1.2998 2.2161
H 0.3455 2.0723 -0.2261
*
```

=====

The following is a quantum chemistry calculation of a molecular structure, C4H6O2, from the Open Molecules 2025 dataset.

The HOMO-LUMO gap comes out at 0.3622 Ha. As for the largest force on an atom: 0.58 eV/Å. The value obtained for the LUMO energy is 0.89 eV. For the HOMO energy, the calculation gives -9.0 eV. The energy above the lowest of the compared OMol25 structures with the same formula, charge and spin comes out at 327.00 kJ/mol.

Structure (ORCA input):
```
! RIJCOSX wB97M-V def2-TZVPD def2/J DEFGRID3
* xyz 0 1
H 1.7569 0.5863 -0.8610
H -2.3385 -0.0812 -1.3401
C -0.2972 -0.6378 0.3647
H -2.1328 -1.6673 1.1347
O 2.6562 -0.0546 0.8383
H 0.6985 -0.9412 0.6714
C -1.9025 0.1930 -0.3761
H 3.3875 1.3827 -0.3712
C 2.5974 0.6431 -0.1467
O -0.4642 0.4220 -0.5157
H -2.3816 1.0882 0.0303
C -1.5796 -0.9332 0.5715
*
```

=====

The following is a quantum chemistry calculation of C4H6O2 in the gas phase at a distorted geometry, from the Open Molecules 2025 dataset.

The HOMO-LUMO gap comes out at 0.3997 Ha. As for the largest force on an atom: 3.15 eV/Å. The value obtained for the LUMO energy is 0.93 eV. For the HOMO energy, the calculation gives -9.9 eV. The energy above the lowest of the compared OMol25 structures with the same formula, charge and spin comes out at 264.71 kJ/mol. The SMILES is O=C[C@H]1C[C@H]1O.

Structure (ORCA input):
```
! RIJCOSX wB97M-V def2-TZVPD def2/J DEFGRID3
* xyz 0 1
H -1.5401 -0.0060 -1.4217
H -1.3997 -0.6352 0.3055
O 0.4266 -1.4845 1.5362
O -0.1153 1.5088 1.0877
C -0.9440 -0.0637 -0.5227
C 0.5453 -0.3039 -0.5357
H 0.1670 1.8407 -0.9650
H -1.0137 1.1274 0.9319
C 1.0846 -1.1199 0.5902
H 2.1602 -1.3643 0.5126
C 0.0455 1.0619 -0.2172
H 1.0288 -0.3971 -1.4963
*
```

=====

The following is a quantum chemistry calculation of C4H6O2 in the gas phase at a distorted geometry, from the Open Molecules 2025 dataset.

The HOMO-LUMO gap comes out at 0.3719 Ha. As for the largest force on an atom: 2.72 eV/Å. The value obtained for the LUMO energy is 0.74 eV. For the HOMO energy, the calculation gives -9.4 eV. The energy above the lowest of the compared OMol25 structures with the same formula, charge and spin comes out at 331.76 kJ/mol. The SMILES is O=C[C@H]1CCO1.

Structure (ORCA input):
```
! RIJCOSX wB97M-V def2-TZVPD def2/J DEFGRID3
* xyz 0 1
H -0.2113 -1.5902 -1.0496
H -0.6468 -0.0700 -1.9005
O 2.0037 -1.0302 0.2398
H -1.3963 -0.9360 0.9810
H -2.3850 0.1432 -0.0069
C -1.3713 -0.1669 0.2116
C 1.6305 0.0539 0.6028
H 2.1799 0.5398 1.3900
C 0.4951 0.7816 -0.0036
H 0.8372 1.8196 -0.2219
O -0.6846 0.9673 0.6933
C -0.4512 -0.5122 -0.9359
*
```

=====

The following is a quantum chemistry calculation of 3 unconnected molecules or ions with the total composition C4H6O2 at a distorted geometry, from the Open Molecules 2025 dataset.

The HOMO-LUMO gap comes out at 0.3991 Ha. As for the largest force on an atom: 1.43 eV/Å. The value obtained for the LUMO energy is 0.77 eV. For the HOMO energy, the calculation gives -10.1 eV. The energy above the lowest of the compared OMol25 structures with the same formula, charge and spin comes out at 249.80 kJ/mol.

Structure (ORCA input):
```
! RIJCOSX wB97M-V def2-TZVPD def2/J DEFGRID3
* xyz 0 1
C 0.3697 -1.3641 -0.5301
H -0.4518 -1.2398 1.4107
O 2.8215 1.5978 0.1996
H -1.6648 -1.4720 0.0294
C -1.0232 1.3492 0.1989
H 0.2052 -1.4152 -1.6039
H -1.0466 1.1629 -0.8914
O -0.1016 1.8920 0.7541
C 2.0346 1.1144 -0.4602
C -0.6292 -1.3671 0.3452
H 1.4020 -1.2703 -0.2124
H -1.9158 1.0123 0.7600
*
```

=====

The following is a quantum chemistry calculation of C4H6O2 in the gas phase, from the Open Molecules 2025 dataset.

The HOMO-LUMO gap (alpha / beta) comes out at 0.2817 / 0.2816 Ha. As for the largest force on an atom: 0.46 eV/Å. The value obtained for the LUMO energy (alpha / beta) is -0.27 / -0.27 eV. For the HOMO energy (alpha / beta), the calculation gives -7.9 / -7.9 eV. The energy above the lowest of the compared OMol25 structures with the same formula, charge and spin comes out at 551.23 kJ/mol.

Structure (ORCA input):
```
! RIJCOSX wB97M-V def2-TZVPD def2/J DEFGRID3
* xyz 0 1
H 2.1230 1.0064 0.1462
O -1.0191 -1.8967 -0.2214
C 0.1157 -0.0325 -1.1278
H -0.0146 0.7905 -1.8206
C -0.6060 0.0719 1.1183
O 1.1845 1.2384 0.0296
H -1.1653 -2.0747 0.7219
H 0.9528 -0.7029 -1.3002
C 0.4522 0.8444 1.2178
C -0.9630 -0.4911 -0.2894
H 0.8623 1.2969 2.1170
H -1.9224 -0.0507 -0.5913
*
```

=====

The following is a quantum chemistry calculation of C4H6O2 in the gas phase, from the Open Molecules 2025 dataset.

The HOMO-LUMO gap comes out at 0.3010 Ha. As for the largest force on an atom: 0.65 eV/Å. The value obtained for the LUMO energy is 0.87 eV. For the HOMO energy, the calculation gives -7.3 eV. The energy above the lowest of the compared OMol25 structures with the same formula, charge and spin comes out at 508.22 kJ/mol.

Structure (ORCA input):
```
! RIJCOSX wB97M-V def2-TZVPD def2/J DEFGRID3
* xyz 0 1
C -0.7983 -0.1764 0.4189
O 1.0812 -1.5639 0.5409
H 0.1463 1.3904 -1.9137
H 1.3558 0.2572 -1.1988
H -0.6999 2.0309 0.3653
H -1.8320 -0.2731 0.7686
H 0.2450 -1.3646 -0.6363
C 0.3854 0.7513 -1.0542
C 0.2937 -0.8434 1.1828
O -0.5213 -0.7015 -0.9602
C -0.1175 1.1243 0.2510
H 0.4618 -0.6313 2.2356
*
```

=====

The following is a quantum chemistry calculation of 2 unconnected molecules or ions with the total composition C4H6O2, from the Open Molecules 2025 dataset.

The HOMO-LUMO gap comes out at 0.3670 Ha. As for the largest force on an atom: 0.59 eV/Å. The value obtained for the LUMO energy is 0.42 eV. For the HOMO energy, the calculation gives -9.6 eV. The energy above the lowest of the compared OMol25 structures with the same formula, charge and spin comes out at 384.94 kJ/mol. The SMILES is OC1C=C1.C=O.

Structure (ORCA input):
```
! RIJCOSX wB97M-V def2-TZVPD def2/J DEFGRID3
* xyz 0 1
C -0.1150 1.4359 -0.1976
H 2.1247 0.8430 0.6133
O 0.6726 -1.7877 -0.7850
C -0.1093 0.7647 1.1329
H -0.3736 2.4913 -0.2807
H -0.6706 0.3258 1.9472
O -0.5247 0.7877 -1.3782
C -0.3840 -1.9266 -0.2145
H -0.4989 -2.6222 0.6368
H -1.2744 -1.3433 -0.5063
C 1.0535 0.9859 0.5904
H 0.0892 0.0561 -1.5515
*
```

=====

The following is a quantum chemistry calculation of C4H6O2 in the gas phase at a distorted geometry, from the Open Molecules 2025 dataset.

The HOMO-LUMO gap comes out at 0.3904 Ha. As for the largest force on an atom: 3.56 eV/Å. The value obtained for the LUMO energy is 0.42 eV. For the HOMO energy, the calculation gives -10.2 eV. The energy above the lowest of the compared OMol25 structures with the same formula, charge and spin comes out at 204.92 kJ/mol. The SMILES is C/C=C\C(=O)O.

Structure (ORCA input):
```
! RIJCOSX wB97M-V def2-TZVPD def2/J DEFGRID3
* xyz 0 1
H -1.9702 0.6562 0.4939
H -0.0490 2.1453 -0.2544
C 0.0796 1.3434 0.6416
O 1.3655 -0.5303 -1.0450
H 0.1211 1.9386 1.6322
O 0.9677 -2.6372 -0.7408
H 1.2352 0.3928 -1.1187
C -0.8211 -1.0334 -0.0090
H 1.1597 0.7321 0.6398
C 0.5206 -1.5163 -0.6361
C -0.9739 0.2568 0.3234
H -1.6353 -1.7480 0.0732
*
```